Formula: C29H49NP2Ti
Source: the Open Molecules 2025 dataset
Level of theory: ωB97M-V/def2-TZVPD

Each line ends with the Mulliken charge.
Geometry (Å):
1 Ti 0.00 0.00 0.00  -0.218
2 C 0.91 -0.99 1.86  0.335
3 C -0.28 -0.25 2.18  1.364
4 C -0.87 -1.94 0.71  0.703
5 C 0.58 -1.99 0.91  0.484
6 C -1.40 -0.89 1.50  0.606
7 C 2.26 -0.78 2.48  -1.764
8 H 2.41 0.25 2.79  0.401
9 H 3.07 -1.07 1.80  0.448
10 H 2.34 -1.41 3.38  0.343
11 C 1.49 -3.02 0.31  -1.297
12 H 2.54 -2.73 0.43  0.296
13 H 1.28 -3.12 -0.76  0.265
14 H 1.34 -3.99 0.78  0.285
15 C -1.66 -2.94 -0.07  -1.366
16 H -1.81 -3.84 0.54  0.361
17 H -1.14 -3.21 -0.99  -0.007
18 H -2.64 -2.54 -0.35  0.328
19 C -2.85 -0.58 1.70  -1.716
20 H -3.25 -1.17 2.53  0.368
21 H -3.43 -0.81 0.81  0.363
22 H -3.01 0.47 1.95  0.382
23 C -0.42 0.76 3.28  -1.512
24 H -0.71 0.27 4.21  0.362
25 H -1.17 1.51 3.04  0.288
26 H 0.53 1.28 3.46  0.380
27 C 1.50 1.12 -1.20  -0.222
28 C 1.70 1.40 0.16  -0.476
29 C 1.30 2.71 0.83  -1.798
30 C -0.13 3.12 0.45  -0.834
31 C -1.03 1.90 0.21  -0.032
32 C -1.30 1.38 -1.07  -0.525
33 C -0.66 1.92 -2.33  -1.274
34 C 0.87 2.08 -2.20  -1.049
35 H 2.02 3.50 0.57  0.645
36 H -0.13 3.75 -0.44  -0.419
37 H 1.37 2.58 1.91  0.436
38 H 1.13 3.11 -1.93  0.023
39 H 2.12 0.34 -1.63  1.223
40 H 2.51 0.88 0.65  1.235
41 H 1.33 1.90 -3.18  0.485
42 H -0.88 1.21 -3.14  0.515
43 H -2.26 0.88 -1.22  0.687
44 H -1.12 2.88 -2.60  0.393
45 H -0.57 3.73 1.26  0.630
46 H -1.80 1.76 0.97  0.976
47 P -0.22 6.37 -2.06  0.644
48 C 1.11 6.39 -3.35  -1.353
49 C 0.26 7.90 -1.12  -1.262
50 P -3.27 6.47 -2.47  0.251
51 C -1.62 7.07 -3.07  -1.074
52 C -3.88 8.03 -1.68  -1.184
53 C -4.21 6.55 -4.06  -1.137
54 H 0.90 5.62 -4.10  0.349
55 H 2.07 6.14 -2.89  0.391
56 H 1.19 7.36 -3.85  0.417
57 H 0.44 8.75 -1.79  0.378
58 H 1.16 7.70 -0.54  0.383
59 H -0.55 8.16 -0.43  0.314
60 H -4.13 7.54 -4.53  0.318
61 H -5.26 6.33 -3.88  0.387
62 H -3.81 5.80 -4.75  0.335
63 H -1.46 6.78 -4.12  0.491
64 H -1.61 8.17 -3.01  0.419
65 H -4.93 7.91 -1.39  0.409
66 H -3.79 8.89 -2.35  0.348
67 H -3.31 8.23 -0.76  0.291
68 C 2.54 0.18 -3.87  -2.187
69 C 1.41 -0.81 -3.41  0.869
70 C 1.28 -1.62 -4.50  -0.763
71 C 0.62 -2.67 -4.17  -1.143
72 C 0.30 -2.61 -2.83  0.690
73 C -0.07 -4.12 -2.55  -1.717
74 N 0.59 -1.27 -2.28  0.474
75 H 3.40 -0.42 -4.23  0.515
76 H 3.11 0.88 -3.22  0.367
77 H 2.20 0.76 -4.76  0.454
78 H 1.73 -1.51 -5.49  0.479
79 H 0.50 -3.50 -4.86  0.425
80 H -1.07 -4.38 -2.97  0.363
81 H 0.66 -4.80 -3.05  0.502
82 H 0.09 -4.60 -1.56  0.456

The HOMO-LUMO gap (alpha / beta) is 6.41 / 5.33 eV. As for the total charge: +1. The spin multiplicity is 2. For the max |F|, the calculation gives 4.44 eV Å⁻¹. The LUMO energy (alpha / beta) comes out at -3.6 / -4.7 eV. The energy is -2720.8976 Eh. As for the HOMO energy (alpha / beta): -9.99 / -9.99 eV.